DFT (the ωB97M-V functional and the def2-TZVPD basis) results for 10 unconnected molecules or ions with the total composition C32H90N6O10 in a non-equilibrium geometry.

```
138
Properties=species:S:1:pos:R:3:forces:R:3:lowdin_spin:R:1
C -0.7885 0.1174 -3.9505 0.178 0.637 0.787 0.04
C -1.5976 1.1620 -4.6678 -1.053 0.240 -1.170 0.01
C -1.8222 2.5183 -3.9564 1.297 -0.547 0.139 0.00
O -2.4983 3.4631 -4.7468 -0.763 -0.861 -0.126 0.01
C -2.3495 4.7642 -4.2858 -0.124 1.082 -0.197 0.00
N -0.8942 1.3711 -5.9191 0.455 0.817 -1.389 0.00
H -1.1600 -0.0284 -2.9362 0.168 -0.390 -0.061 0.01
H 0.2334 0.4955 -3.9201 0.177 0.021 0.340 0.00
H -0.7149 -0.8124 -4.5146 -0.444 -0.052 0.127 0.03
H -2.5752 0.7777 -4.9586 -0.506 -0.209 0.622 0.01
H -0.8446 2.9557 -3.7533 0.541 -0.121 0.208 0.00
H -2.2989 2.3876 -2.9849 -0.334 -0.155 0.117 0.00
H -3.0837 5.3798 -4.8055 0.218 0.027 -0.325 0.00
H -1.3387 5.1314 -4.4633 0.245 0.122 -0.279 0.00
H -2.5357 4.9925 -3.2364 -0.206 -0.824 0.444 0.00
H -0.7528 0.5078 -6.4240 0.442 -0.642 0.546 0.01
H -1.4835 1.8142 -6.6092 -0.300 0.875 0.220 0.00
C 0.5367 -1.7256 4.3326 0.439 0.338 0.684 0.00
C 1.3837 -2.9832 4.1583 -0.841 1.272 -0.203 0.00
C 0.6516 -4.2791 4.3980 -0.256 -1.098 0.575 0.01
O 1.6580 -5.2606 4.3571 1.973 -0.097 -0.677 0.00
C 1.3184 -6.5904 4.2138 -1.312 -1.371 0.533 0.02
N 1.8529 -2.9471 2.7788 0.499 -0.733 0.507 0.00
H -0.1868 -1.5951 3.5279 -0.448 -0.319 0.339 0.00
H 1.1392 -0.8189 4.2773 0.475 -0.115 -0.281 0.00
H 0.1472 -1.6551 5.3482 -0.709 -0.240 -0.169 0.00
H 2.2239 -2.9595 4.8523 0.146 -0.005 -0.034 0.00
H -0.0976 -4.5378 3.6498 -0.236 0.442 -0.329 0.01
H 0.1702 -4.3783 5.3708 -0.246 0.503 0.284 0.01
H 2.1013 -7.3123 3.9816 0.842 0.868 -0.151 0.00
H 0.5627 -6.8109 3.4599 -0.292 0.469 -0.280 0.01
H 0.9240 -6.9813 5.1517 -0.365 -0.019 0.344 0.00
H 2.2758 -3.8575 2.6676 0.630 -0.148 -0.322 0.00
H 1.0242 -3.0461 2.2100 -0.417 0.273 -0.567 0.00
C 3.1028 4.3487 2.0078 0.630 2.025 -1.506 0.00
C 1.5845 4.5689 1.8404 0.889 -0.618 -0.984 0.00
C 1.1554 4.6667 0.3101 0.840 0.245 0.953 0.00
O -0.1658 5.0895 0.1904 -1.033 0.956 0.411 0.00
C -0.6220 5.3571 -1.1068 0.297 -0.530 -0.690 0.00
N 1.0019 3.4590 2.5188 -1.652 -0.416 0.092 0.00
H 3.6344 5.0175 1.3309 0.253 0.255 -0.403 0.00
H 3.4665 3.3636 1.7154 -0.351 -0.218 0.474 0.00
H 3.4629 4.7241 2.9657 -0.221 -0.737 0.358 0.00
H 1.2936 5.4428 2.4232 -0.048 0.503 -0.610 0.00
H 1.3089 3.7503 -0.2597 0.046 -0.712 0.383 0.00
H 1.8109 5.3637 -0.2120 0.265 0.478 0.127 0.00
H -0.8776 4.4206 -1.6024 -0.297 -0.227 -0.098 0.00
H 0.0907 5.8226 -1.7876 0.761 0.162 0.252 0.00
H -1.4700 6.0396 -1.1636 -0.233 -0.212 0.752 0.00
H 1.2676 2.6252 2.0146 -0.087 -0.453 0.256 0.00
H 1.4143 3.4680 3.4407 -0.185 -0.400 0.154 0.00
C -7.4792 -4.0217 -1.8529 -0.184 -0.521 -0.599 0.02
C -6.4699 -3.0888 -1.2453 0.106 -0.636 -1.591 0.04
C -5.9602 -2.0875 -2.3170 0.789 -0.138 0.992 0.03
O -4.8808 -1.3726 -1.7281 0.339 0.493 0.520 0.03
C -4.3565 -0.3652 -2.5613 0.417 0.036 -0.090 0.03
N -7.0450 -2.4677 -0.0916 0.659 0.233 0.195 0.01
H -8.3230 -3.4809 -2.2815 -0.039 0.178 -0.202 0.00
H -7.9239 -4.7246 -1.1484 0.299 0.079 0.262 0.00
H -6.9888 -4.6009 -2.6353 -0.200 -0.088 -0.214 0.01
H -5.5870 -3.6732 -0.9862 0.060 0.023 0.370 0.03
H -6.7042 -1.3405 -2.5937 -0.486 -0.214 -0.361 0.00
H -5.5358 -2.6273 -3.1636 -0.393 -0.101 -0.437 0.02
H -5.0660 0.4377 -2.7613 -0.441 -0.116 -0.324 0.01
H -3.9345 -0.7917 -3.4713 -0.365 -0.085 -0.423 0.01
H -3.5000 0.1560 -2.1336 0.011 -0.359 0.763 0.00
H -7.7615 -1.8717 -0.4808 -0.328 0.476 0.384 0.00
H -6.2686 -1.8800 0.1769 -0.231 0.738 0.787 0.00
C 2.3104 -4.1672 -0.5388 0.367 0.398 0.130 0.03
C 1.6244 -5.1996 0.3240 -0.502 1.304 1.163 0.01
C 0.0825 -4.9200 0.4838 0.991 -0.629 -1.133 0.07
O -0.1965 -3.5763 0.8187 0.240 0.092 0.656 0.04
C -1.5731 -3.3798 1.1202 -0.232 0.152 -0.737 0.07
N 1.9012 -6.5290 -0.1721 -0.807 -0.416 -1.063 0.01
H 3.3805 -4.3716 -0.5039 0.218 0.041 -0.020 0.00
H 2.1814 -3.1447 -0.1838 -0.156 0.029 -0.126 0.00
H 2.0172 -4.2545 -1.5850 -0.280 0.124 -0.021 0.02
H 2.0570 -5.1637 1.3239 0.042 0.105 0.126 0.00
H -0.3527 -5.6470 1.1694 -0.090 0.070 0.371 0.01
H -0.3637 -5.1119 -0.4920 -0.256 -0.168 -0.280 0.05
H -1.9023 -3.9986 1.9549 -0.037 -0.047 0.110 0.03
H -2.1771 -3.5855 0.2364 -0.149 -0.554 -0.169 0.03
H -1.8113 -2.3302 1.2925 0.657 0.063 0.448 0.00
H 1.3995 -6.5073 -1.0484 -1.160 -0.753 -0.377 0.01
H 2.7887 -6.4988 -0.6533 1.049 -0.008 0.739 0.00
C 2.3539 5.1137 -4.3273 0.899 -0.679 0.631 0.00
C 2.7766 3.6564 -4.6830 -0.859 0.506 0.407 0.00
C 2.6476 2.6408 -3.5336 0.630 0.767 0.876 0.00
O 3.4347 3.0531 -2.3793 0.133 -0.686 -0.452 0.00
C 3.6522 1.9711 -1.4433 -0.723 0.136 -0.889 0.00
N 1.9444 3.1607 -5.7829 0.004 0.074 -0.206 0.00
H 1.3412 5.1496 -3.9256 -0.118 -0.073 -0.117 0.00
H 2.4524 5.7859 -5.1797 -0.168 -0.188 -0.235 0.00
H 3.0238 5.5180 -3.5684 -0.012 -0.005 0.204 0.00
H 3.8188 3.6515 -5.0022 0.109 0.094 -0.001 0.00
H 2.9346 1.6598 -3.9122 0.380 -0.135 0.035 0.00
H 1.6135 2.5299 -3.2074 -0.393 0.194 0.006 0.00
H 2.6859 1.5157 -1.2262 -0.028 -0.052 0.371 0.00
H 4.1220 2.3102 -0.5201 -0.166 0.398 -0.214 0.00
H 4.2746 1.1835 -1.8681 0.210 0.009 -0.243 0.00
H 1.5658 3.9603 -6.2701 0.251 0.204 -0.422 0.00
H 1.0896 2.7431 -5.4439 -0.177 -0.617 0.235 0.00
C 5.4807 0.0452 2.0138 0.238 0.106 -1.312 0.00
C 4.7020 -1.2246 2.3300 -0.209 0.393 0.610 0.00
O 3.4714 -1.1660 1.6515 0.831 1.641 -0.884 0.00
H 4.8484 0.9311 2.0742 -0.298 -0.124 0.320 0.00
H 5.7670 0.0176 0.9624 0.120 -0.023 -0.184 0.00
H 6.3940 0.2826 2.5593 -0.093 -0.538 0.370 0.00
H 4.5562 -1.2168 3.4102 -0.211 -0.348 0.304 0.00
H 5.1589 -2.1749 2.0542 0.708 0.171 0.039 0.00
H 2.8311 -1.7628 2.0458 -0.692 -1.131 0.791 0.00
C -0.1473 0.7101 -0.2923 0.483 0.335 -1.035 0.01
C 0.8900 -0.0607 0.5133 -2.777 -0.151 0.979 0.00
O 1.6920 0.8430 1.2279 0.235 0.394 -0.689 0.00
H 0.3594 1.1493 -1.1516 -0.089 0.036 -0.393 0.00
H -0.6668 1.5544 0.1609 0.276 -0.152 0.772 0.00
H -0.9240 0.0401 -0.6610 0.104 -0.199 -0.071 0.01
H 1.2623 -0.9001 -0.0741 1.259 0.576 -0.342 0.00
H 0.2634 -0.6230 1.2056 0.000 -0.189 0.735 0.00
H 2.3937 0.3794 1.6908 0.420 -0.671 -0.133 0.00
C 3.1647 1.3896 4.5638 0.693 1.342 -0.271 0.00
C 2.3821 2.1585 5.6714 0.501 -2.169 -0.048 0.00
O 2.2309 3.5075 5.4149 -0.554 1.513 -0.965 0.00
H 3.2305 0.3018 4.5430 -0.158 0.019 0.844 0.00
H 4.1647 1.8199 4.5101 0.370 -0.278 0.108 0.00
H 2.7731 1.6249 3.5742 -0.513 0.239 0.120 0.00
H 2.8385 2.1684 6.6612 0.190 -1.196 0.061 0.00
H 1.4305 1.6277 5.6975 -0.430 0.578 0.414 0.00
H 2.8911 4.0096 5.8983 -0.028 -0.104 -0.126 0.00
C -4.9728 0.4802 1.4086 1.130 -0.383 -1.128 0.02
C -3.6921 -0.4435 1.5337 -3.396 1.279 -1.404 0.02
O -3.7884 -1.0312 2.7732 1.428 -0.600 1.852 0.03
H -5.8984 -0.0955 1.4078 0.042 -0.154 0.496 0.00
H -4.9511 0.9013 0.4035 -0.008 0.500 -0.068 0.00
H -4.9766 1.2655 2.1646 -0.041 -0.113 -0.037 0.00
H -2.8369 0.1962 1.3155 0.421 -0.441 0.753 0.00
H -3.8096 -1.1976 0.7555 0.448 0.000 -0.353 0.00
H -4.4655 -1.7115 2.7554 -0.028 -0.051 -0.139 0.02
```
Positions in Å, forces in eV/Å.

E_LUMO (alpha / beta) in eV: 2.2 / 2.1
Expectation value of S²: 0.75
Spin multiplicity: 2
Energy in Ha: -2353.875844
Charge: -1
Orbital gap (alpha / beta) in eV: 1.470 / 8.405